CH6NO | ωB97M-V with the def2-TZVPD basis set

Results
* charge: +1
* total energy: -171.419938 Eh
* frontier orbital gap: 0.4163 hartree
* strongest force on any atom: 1.17 eV Å⁻¹

Structure (XYZ):
```
9
CH6NO ωB97M-V with the def2-TZVPD basis set
O -0.256 -1.621 0.690
H -0.868 0.153 0.341
H -0.107 -2.493 0.305
H -0.144 -1.622 1.644
C 0.604 0.914 -0.777
N -0.437 0.978 -0.076
H 1.105 -0.027 -0.969
H 1.005 1.837 -1.185
H -0.901 1.880 0.026
```

CH6NO | ωB97M-V with the def2-TZVPD basis set

Results
* charge: +1
* total energy: -171.188677 Eh
* frontier orbital gap (alpha / beta): 0.3222 / 0.3526 hartree
* 2S+1: 3
* strongest force on any atom: 6.61 eV Å⁻¹

Structure (XYZ):
```
9
CH6NO ωB97M-V with the def2-TZVPD basis set
C 0.094 -0.685 0.177
N 0.897 0.575 0.043
O -1.536 0.341 -0.077
H -0.064 -1.493 -0.555
H 0.056 -1.001 1.205
H 1.280 0.672 -0.885
H -0.067 1.126 -0.079
H 1.385 0.637 0.892
H -2.046 -0.172 -0.720
```

CH6NO2 | ωB97M-V with the def2-TZVPD basis set

Results
* charge: -1
* total energy: -246.906518 Eh
* frontier orbital gap: 0.2870 hartree
* strongest force on any atom: 1.58 eV Å⁻¹

Structure (XYZ):
```
10
CH6NO2 ωB97M-V with the def2-TZVPD basis set
O 2.560 0.854 0.937
H 2.283 0.058 1.412
N 0.250 0.183 -0.302
C -1.073 0.181 -0.528
O -1.914 -1.143 -0.061
H 1.760 0.708 0.328
H 0.798 -0.186 -1.076
H -1.658 0.823 0.137
H -1.428 0.138 -1.560
H -1.577 -1.615 0.712
```

CH6NO4 | ωB97M-V with the def2-TZVPD basis set

Results
* charge: -1
* total energy: -397.502604 Eh
* frontier orbital gap: 0.3315 hartree
* strongest force on any atom: 1.96 eV Å⁻¹

Structure (XYZ):
```
12
CH6NO4 ωB97M-V with the def2-TZVPD basis set
N 0.577 -0.611 -1.033
C -0.171 0.020 -0.017
O 0.288 1.121 0.368
O -1.279 -0.438 0.295
H 1.154 -0.016 -1.594
H 0.800 -1.581 -0.908
H -0.956 -3.313 -0.385
H -1.565 -1.791 -0.185
O -1.749 -2.781 -0.387
H 1.151 2.107 0.709
H 2.645 2.298 0.817
O 1.876 2.866 0.814
```

CH6NO4 | ωB97M-V with the def2-TZVPD basis set

Results
* total energy: -397.339091 Eh
* frontier orbital gap (alpha / beta): 0.4195 / 0.2516 hartree
* 2S+1: 2
* strongest force on any atom: 5.38 eV Å⁻¹

Structure (XYZ):
```
12
CH6NO4 ωB97M-V with the def2-TZVPD basis set
N 0.053 0.153 -2.504
C -0.083 -0.036 -1.111
O 0.827 0.408 -0.332
O -1.145 -0.516 -0.647
H 0.641 0.905 -2.686
H -0.971 0.201 -2.833
H 1.153 1.542 1.459
H -0.417 1.251 1.840
O 0.500 1.602 2.135
H 0.079 -1.277 1.884
H -0.434 -2.114 0.922
O -0.202 -2.120 1.873
```

CH6NOS | ωB97M-V with the def2-TZVPD basis set

Results
* charge: -1
* total energy: -569.913506 Eh
* frontier orbital gap: 0.2491 hartree
* strongest force on any atom: 0.98 eV Å⁻¹

Structure (XYZ):
```
10
CH6NOS ωB97M-V with the def2-TZVPD basis set
S 1.730 1.744 -2.107
H 1.217 0.873 -2.988
N -0.826 -0.527 -0.321
C -0.568 -0.716 1.074
O 0.274 0.274 1.667
H -1.240 0.400 -0.448
H 0.095 -0.325 -0.724
H -1.495 -0.687 1.650
H -0.076 -1.677 1.192
H 0.890 0.641 1.006
```

CH6NOS | ωB97M-V with the def2-TZVPD basis set

Results
* charge: -1
* total energy: -569.865217 Eh
* frontier orbital gap: 0.2375 hartree
* strongest force on any atom: 5.68 eV Å⁻¹

Structure (XYZ):
```
10
CH6NOS ωB97M-V with the def2-TZVPD basis set
S -1.231 -2.752 -1.037
H -2.170 -2.585 -1.976
N 0.560 -0.249 0.687
C 0.843 0.927 -0.023
O -0.122 1.864 0.220
H 0.350 -0.299 1.764
H 0.040 -0.951 0.304
H 1.794 1.663 0.186
H 0.732 0.649 -1.070
H -0.797 1.733 0.945
```

CH6NP | ωB97M-V with the def2-TZVPD basis set

Results
* SMILES string: C=P.N
* total energy: -437.748242 Eh
* frontier orbital gap: 0.3740 hartree
* strongest force on any atom: 0.63 eV Å⁻¹

Structure (XYZ):
```
9
CH6NP ωB97M-V with the def2-TZVPD basis set
C -1.076 -0.296 -2.004
P -1.300 1.167 -1.244
H -1.611 -0.510 -2.914
H -0.414 -1.074 -1.657
H -0.438 0.970 -0.154
N 1.006 0.124 2.046
H 1.297 -0.372 2.883
H 0.705 -0.581 1.381
H 1.830 0.571 1.662
```

CH6NPS | ωB97M-V with the def2-TZVPD basis set

Results
* SMILES string: C[P@@H](N)=S
* total energy: -836.002220 Eh
* frontier orbital gap: 0.3412 hartree
* strongest force on any atom: 4.86 eV Å⁻¹

Structure (XYZ):
```
10
CH6NPS ωB97M-V with the def2-TZVPD basis set
C -0.624 -0.752 0.888
P 0.638 -0.056 -0.200
N -0.034 1.281 -0.845
S 2.446 0.208 0.414
H -0.265 -1.586 1.505
H -0.857 0.204 1.486
H -1.545 -1.031 0.476
H 0.728 -0.977 -1.210
H -1.036 0.924 -1.075
H 0.550 1.785 -1.438
```

CH6NPS | ωB97M-V with the def2-TZVPD basis set

Results
* SMILES string: C[S@@H](=N)=P
* total energy: -835.813254 Eh
* frontier orbital gap: 0.3011 hartree
* strongest force on any atom: 2.91 eV Å⁻¹

Structure (XYZ):
```
10
CH6NPS ωB97M-V with the def2-TZVPD basis set
C -0.878 -0.765 0.620
S 0.418 0.206 -0.183
N 0.090 -0.577 -1.473
P 0.544 2.285 -0.212
H -1.719 -0.165 0.940
H -0.516 -1.417 1.402
H -0.959 -1.193 -0.404
H 1.553 -0.346 0.497
H 0.556 -0.233 -2.308
H 0.912 2.204 1.119
```

CH6NS | ωB97M-V with the def2-TZVPD basis set

Results
* charge: -1
* total energy: -494.660750 Eh
* frontier orbital gap: 0.2576 hartree
* strongest force on any atom: 1.13 eV Å⁻¹

Structure (XYZ):
```
9
CH6NS ωB97M-V with the def2-TZVPD basis set
S -1.624 1.106 1.949
H -1.041 1.529 3.085
C 0.245 -0.874 -0.933
N 0.925 0.291 -0.323
H -0.445 -1.371 -0.251
H -0.379 -0.662 -1.808
H 1.029 -1.585 -1.208
H 0.377 0.545 0.505
H 0.913 1.022 -1.016
```

CH6NS | ωB97M-V with the def2-TZVPD basis set

Results
* charge: -1
* total energy: -494.647404 Eh
* frontier orbital gap: 0.2415 hartree
* strongest force on any atom: 3.26 eV Å⁻¹

Structure (XYZ):
```
9
CH6NS ωB97M-V with the def2-TZVPD basis set
S -0.240 -0.411 3.337
H -1.563 -0.437 2.938
C 0.421 -0.223 -1.275
N -0.202 0.861 -0.505
H 1.508 -0.290 -1.043
H 0.060 -1.249 -1.106
H 0.365 0.006 -2.346
H 0.542 1.348 -0.103
H -0.892 0.397 0.103
```